1.
A structure of composition C11H17NO2RhSbSe4 at a distorted geometry, computed with ωB97M-V/def2-TZVPD.

Structure (XYZ):
```
37
Properties=species:S:1:pos:R:3:forces:R:3:nbo_charge:R:1
Rh 0.8878 -2.1684 0.6536 0.0 -1.4 -0.8 0.4789
Se -2.6428 -0.2465 4.7496 0.0 -0.6 -0.3 -0.7529
Sb -1.3912 -2.2094 3.9982 1.1 0.6 0.8 0.9608
Se 0.8830 -1.5487 3.0119 -0.8 -0.2 0.4 -0.4735
Se -1.4321 -2.4159 0.1396 -0.6 0.2 0.4 -0.2358
Se -1.1073 -3.9323 5.6852 -0.4 0.2 -0.5 -0.7107
N -1.3130 1.0656 1.6808 -0.1 -0.1 0.0 -0.8145
C -0.6238 2.2397 1.5623 0.1 0.1 0.0 0.1995
C -1.1669 3.4543 2.0106 0.0 0.0 0.1 -0.2885
C -0.4978 4.6500 1.8088 0.0 0.0 0.0 -0.2022
C 0.7317 4.6863 1.1596 -0.1 -0.1 0.0 -0.3084
C 1.2860 3.4810 0.7341 0.0 0.0 0.0 -0.2103
C 0.6316 2.2785 0.9303 0.0 0.0 0.0 -0.2283
H -1.9681 0.9739 2.4500 0.1 0.1 0.0 0.4065
H -0.7798 0.2121 1.5514 0.0 0.1 -0.1 0.4096
H -2.1177 3.4377 2.5310 0.0 0.0 0.0 0.2024
H -0.9437 5.5703 2.1712 0.0 0.0 0.0 0.1883
H 1.2459 5.6247 0.9950 0.0 0.0 0.0 0.1889
H 2.2565 3.4746 0.2497 0.0 0.0 0.0 0.1973
H 1.0813 1.3450 0.6127 0.0 0.0 0.0 0.2224
O 2.6816 -1.6436 0.2029 1.3 1.2 -0.3 -0.4133
O 2.6812 -2.9891 0.0682 -1.0 -0.2 0.3 -0.4015
C 1.2327 -2.2994 -3.1846 0.1 0.0 0.1 -0.6036
C 0.0638 -1.7728 -2.3442 0.1 -0.2 0.1 -0.1225
C -1.2290 -1.8273 -3.1617 0.0 0.0 -0.1 -0.6007
C 0.3490 -0.3221 -1.9537 -0.1 0.1 0.0 -0.6237
C -0.0478 -2.6837 -1.1177 0.1 0.1 0.3 -0.4861
H 1.4335 -1.6346 -4.0313 0.0 0.0 0.0 0.1807
H 1.0114 -3.2974 -3.5746 0.0 0.0 0.0 0.1872
H 2.1330 -2.3699 -2.5699 0.0 0.0 0.0 0.2407
H -1.1435 -1.1996 -4.0561 0.0 0.0 0.0 0.1804
H -2.0672 -1.4682 -2.5631 0.0 0.0 0.0 0.2200
H -1.4482 -2.8516 -3.4769 0.0 0.0 0.0 0.1917
H 0.4290 0.2955 -2.8548 0.0 0.0 0.0 0.1795
H 1.2846 -0.2469 -1.3984 0.0 -0.1 0.0 0.2328
H -0.4516 0.0807 -1.3294 0.0 0.0 0.0 0.2245
H 0.0683 -3.7425 -1.3404 0.2 0.0 -0.2 0.1844
```
Forces are in eV/Å.

## Properties
Net charge: -2
Gap between HOMO and LUMO (spin up / spin down), hartree: 0.160 / 0.160
HOMO level (spin up / spin down), eV: -1.26 / -1.26

2.
A cluster of 3 separate species, C18H36BFNO10 in total at a distorted geometry, computed with ωB97M-V/def2-TZVPD.

Structure (XYZ):
```
67
Properties=species:S:1:pos:R:3:forces:R:3:nbo_charge:R:1
C -1.7321 3.1570 -1.0900 -1.9 -0.7 -0.3 -0.5161
C -2.9209 2.4291 -1.5515 1.9 0.5 1.9 -0.3797
B -2.6262 1.1175 -2.4991 0.0 -0.3 1.7 0.5654
O -3.6761 0.0828 -2.6555 1.0 -2.4 -1.4 -0.7072
C -2.9593 -0.9816 -3.3331 1.4 -0.2 -0.4 -0.0713
C -1.3516 -0.5793 -3.2636 -0.7 0.9 0.7 -0.0474
C -0.4649 -1.9006 -3.1769 1.2 -0.3 4.3 0.6841
O 0.0343 -2.3746 -2.1185 -1.8 1.8 -4.5 -0.5395
N -0.1872 -2.6051 -4.4903 0.9 1.5 0.0 -0.7332
C 1.0444 -1.9637 -4.9851 1.1 3.2 -1.1 0.9650
O 1.1557 -0.7811 -5.3437 -0.3 -4.8 1.1 -0.5250
F 2.2288 -2.7582 -5.0093 -2.9 1.1 0.3 -0.3446
O -1.4166 0.3097 -2.1409 1.2 -1.4 -0.9 -0.6888
H -1.3954 4.1436 -1.5662 -1.1 -0.6 2.0 0.1762
H -1.1569 2.6590 -0.2312 0.5 0.2 -2.6 0.1950
H -3.9669 2.7660 -1.2209 1.2 0.7 -2.2 0.1920
H -2.4027 1.5976 -3.5879 -0.1 0.6 -0.6 -0.1366
H -2.9348 -2.0038 -2.7896 -0.9 1.6 -0.7 0.1623
H -3.1506 -1.1019 -4.4625 -0.5 0.1 1.6 0.1437
H -0.9597 0.0547 -4.1294 -0.7 -1.2 0.6 0.2094
H -0.9535 -2.2728 -5.1156 0.9 -0.1 0.3 0.4010
C -0.8958 -6.7782 4.0221 0.1 0.0 -0.4 -0.2493
O -1.0920 -6.8681 2.6236 -0.1 0.3 0.4 -0.5453
C -2.4569 -6.9547 2.2403 0.2 0.2 -0.2 -0.0896
C -2.7621 -6.0649 1.0377 0.0 0.1 0.0 -0.0823
O -2.7063 -4.6626 1.2932 0.2 -0.3 0.1 -0.5400
C -1.4182 -4.0945 1.5541 0.1 0.2 -0.1 -0.0841
C -0.4553 -4.1094 0.3707 -0.1 -0.3 0.4 -0.0987
O -0.0006 -5.4330 0.0979 -0.3 -0.1 -0.2 -0.5598
C 0.1082 -5.7135 -1.2856 0.0 -0.2 0.3 -0.2469
H -0.9679 -7.7695 4.4763 -0.1 0.0 0.2 0.1623
H 0.1052 -6.3774 4.1978 0.0 -0.1 -0.1 0.1903
H -1.6153 -6.0933 4.4850 0.0 -0.1 0.0 0.1668
H -3.1198 -6.6736 3.0707 0.1 0.0 -0.1 0.1671
H -2.6586 -7.9989 1.9797 -0.2 0.0 -0.1 0.1687
H -3.7942 -6.2631 0.7404 -0.1 0.1 0.1 0.1799
H -2.1475 -6.3285 0.1776 0.2 -0.1 0.1 0.1882
H -0.9734 -4.5391 2.4441 0.1 -0.2 -0.1 0.1712
H -1.6119 -3.0480 1.8080 -0.1 0.0 -0.2 0.1945
H 0.4255 -3.5059 0.6128 -0.2 0.3 0.0 0.1802
H -0.9498 -3.6723 -0.5004 0.1 0.0 0.1 0.2027
H -0.7689 -5.3558 -1.8360 0.1 0.1 0.0 0.1696
H 0.1533 -6.8007 -1.4038 0.1 0.1 0.1 0.1738
H 1.0190 -5.2713 -1.6917 -0.1 0.1 -0.2 0.1789
C 1.8555 5.2025 4.2959 0.2 0.1 -0.2 -0.2503
O 2.6694 5.0948 3.1428 -0.4 0.1 0.1 -0.5525
C 2.4131 3.9315 2.3666 0.0 0.2 -0.2 -0.0930
C 2.3810 4.2468 0.8736 -0.1 -0.1 0.0 -0.0859
O 1.2695 5.0327 0.4457 0.3 0.3 0.2 -0.5282
C 1.2313 6.3956 0.8722 -0.1 -0.1 -0.2 -0.0832
C 2.3279 7.2842 0.2915 0.0 -0.2 0.5 -0.0938
O 3.5969 6.9711 0.8581 0.1 -0.2 -0.4 -0.5493
C 4.6563 7.0168 -0.0785 -0.1 -0.1 0.4 -0.2503
H 2.2517 4.5724 5.0958 -0.2 -0.1 0.2 0.1651
H 1.8692 6.2450 4.6232 0.1 -0.1 0.0 0.1846
H 0.8154 4.9346 4.0792 0.0 -0.1 0.0 0.1716
H 1.4604 3.4657 2.6541 0.1 0.1 0.0 0.1782
H 3.2179 3.2179 2.5694 0.0 -0.2 -0.2 0.1722
H 2.2847 3.2980 0.3425 -0.2 0.0 0.0 0.2002
H 3.3202 4.6840 0.5357 0.1 0.1 0.2 0.1759
H 1.1918 6.4595 1.9592 0.3 0.1 0.0 0.1805
H 0.2711 6.7807 0.5153 0.1 -0.1 -0.1 0.1906
H 2.1120 8.3306 0.5350 -0.2 0.1 -0.1 0.1692
H 2.3412 7.1728 -0.7976 0.0 -0.1 0.0 0.1748
H 4.3838 6.5173 -1.0148 0.0 0.1 0.0 0.1693
H 5.5053 6.4764 0.3502 -0.1 0.1 0.0 0.1883
H 4.9500 8.0510 -0.2689 0.1 0.1 -0.2 0.1633
```
Forces are in eV/Å.

## Properties
Net charge: -1
Gap between HOMO and LUMO, hartree: 0.206
HOMO level, eV: -3.01

3.
The molecule C11H9Cl2NS2 at a distorted geometry, computed with ωB97M-V/def2-TZVPD.

Structure (XYZ):
```
25
Properties=species:S:1:pos:R:3:forces:R:3:nbo_charge:R:1
C -2.2729 -0.7958 1.5440 -1.1 0.1 0.5 -0.6522
C -1.2567 0.2266 1.7361 0.6 3.3 0.1 0.1228
N -0.8331 0.6761 3.0384 -1.5 -3.1 -2.9 -0.4822
C 0.1551 1.4622 2.9335 -1.0 0.9 -2.3 -0.1018
S 0.8138 1.8334 4.4190 2.4 1.9 1.9 0.1000
S 0.4110 2.1237 1.2644 0.3 -0.8 1.5 0.3706
C -0.7513 0.9593 0.7044 -0.1 -0.2 0.6 -0.2014
C -1.0548 0.8005 -0.7634 -0.4 0.5 0.6 -0.4795
C 0.0774 0.1032 -1.4340 1.1 -0.1 -0.8 -0.0021
C 0.3910 -1.2371 -1.0148 0.1 0.1 -2.1 -0.2222
C 1.4902 -1.8979 -1.6202 -1.1 0.7 1.8 -0.0241
Cl 2.0246 -3.4945 -1.2018 -0.6 -0.2 0.3 0.0086
C 2.3499 -1.1954 -2.4052 2.3 -0.5 -1.0 -0.2378
C 2.0564 0.0902 -2.8231 -1.4 -0.1 1.2 -0.1911
C 0.9095 0.8078 -2.3795 1.1 -4.8 1.5 -0.0941
Cl 0.7325 2.3431 -2.9712 -0.7 1.9 -0.3 0.0728
H -2.5641 -1.0234 2.5669 -0.3 -0.9 -0.2 0.2440
H -1.7735 -1.5794 0.9994 -0.4 -0.9 0.1 0.2190
H -3.1867 -0.4666 0.9839 0.9 -0.2 0.4 0.2225
H -0.1800 1.2032 5.0177 -0.2 -0.2 0.4 0.1618
H -1.2709 1.7787 -1.1936 0.4 0.1 -0.1 0.2410
H -2.0008 0.2839 -0.8918 -0.1 -0.4 0.1 0.2394
H -0.3360 -1.8428 -0.4572 0.5 0.6 0.1 0.2283
H 3.3445 -1.7545 -2.6142 -1.8 1.4 -0.2 0.2385
H 2.7251 0.5955 -3.4376 1.1 0.8 -1.1 0.2192
```
Forces are in eV/Å.

## Properties
Energy above the lowest of the compared OMol25 structures with the same formula, charge and spin, eV: 1.3450
Net charge: 0
Structure (SMILES): Cc1nc(S)sc1Cc1cc(Cl)ccc1Cl
Gap between HOMO and LUMO, hartree: 0.321
HOMO level, eV: -8.20

4.
The molecule C3H3BrO2 at a distorted geometry, computed with ωB97M-V/def2-TZVPD.

Structure (XYZ):
```
9
Properties=species:S:1:pos:R:3:forces:R:3:nbo_charge:R:1
O -2.1993 1.3637 -0.7756 -0.2 -0.2 -0.2 -0.4659
C -1.8567 0.4727 -0.0895 3.0 -0.4 0.2 0.4135
C -0.1067 0.1502 0.2921 0.4 0.0 0.2 0.4568
O 0.0429 0.6199 1.3825 -0.5 0.0 -0.1 -0.5241
C 1.2776 -0.5408 -0.3723 -2.9 0.7 -0.4 -0.5712
Br 2.7746 -0.3759 0.7711 0.1 0.0 0.1 0.0736
H -2.4281 -0.0614 0.6768 -0.3 -0.1 0.0 0.1477
H 1.4528 -0.0383 -1.3248 0.1 -0.1 0.1 0.2368
H 1.0429 -1.5902 -0.5603 0.2 0.1 0.1 0.2329
```
Forces are in eV/Å.

## Properties
Energy above the lowest of the compared OMol25 structures with the same formula, charge and spin, eV: 1.5621
Net charge: 0
Structure (SMILES): O=CC(=O)CBr
Gap between HOMO and LUMO, hartree: 0.356
HOMO level, eV: -9.33

5.
A structure of composition C21H24N3O2ReS2 at a distorted geometry, computed with ωB97M-V/def2-TZVPD.

Structure (XYZ):
```
53
Properties=species:S:1:pos:R:3:forces:R:3:nbo_charge:R:1
Re 0.2076 0.1307 -0.1256 -1.7 -0.6 0.9 1.4962
N -0.7570 -1.7529 -0.7472 0.2 1.0 0.5 -0.7749
C 0.0322 -2.4253 -1.8051 0.6 -0.9 -0.9 -0.2582
C 1.4784 -2.6731 -1.4070 0.8 0.8 -0.1 -0.5416
C 2.3345 -1.3620 -1.4979 0.5 -4.7 -2.7 0.7618
O 3.2403 -1.2257 -2.2463 -0.2 0.8 0.7 -0.3943
O 1.8534 -0.4861 -0.6525 -0.3 3.1 1.7 -0.6888
H -0.8371 -2.3846 0.0596 0.0 0.2 -0.1 0.4375
H -1.7114 -1.6134 -1.1044 0.2 0.1 0.3 0.4487
H -0.0251 -1.8271 -2.7220 -0.1 -0.1 0.1 0.2386
H -0.4254 -3.4009 -2.0253 -0.1 0.3 0.1 0.2713
H 1.9412 -3.3918 -2.0888 -0.2 0.1 0.1 0.3045
H 1.5556 -3.0489 -0.3809 0.0 -0.2 -0.1 0.2394
S -0.6045 0.2323 2.0573 0.5 -0.2 0.1 0.0906
C -1.2755 1.8087 2.3166 -0.7 -0.2 2.6 0.1143
N -1.7105 2.1767 3.5180 0.8 -0.4 -2.6 -0.1858
C -2.5844 3.3348 3.5948 -0.5 1.2 -0.3 -0.2575
C -2.0940 4.4195 2.6446 -0.2 0.0 1.3 -0.2547
N -1.9622 3.8888 1.2975 1.0 -2.6 0.0 -0.1800
C -2.2557 4.7540 0.1772 -0.3 1.2 -1.2 -0.2808
C -1.1189 5.6610 -0.2748 0.4 0.1 0.1 -0.0105
C -0.6080 6.6630 0.5566 0.0 -0.2 -0.1 -0.2448
C 0.3476 7.5520 0.0831 -0.2 -0.1 -0.1 -0.1740
C 0.7705 7.4831 -1.2391 -0.1 -0.4 0.0 -0.1569
C 0.2913 6.4653 -2.0586 0.0 0.2 0.1 -0.1689
C -0.6594 5.5704 -1.5854 0.2 -0.1 0.2 -0.2373
C -1.4984 2.6491 1.1633 -0.8 2.5 -0.7 0.1217
S -1.0983 2.0246 -0.3995 0.0 0.3 -0.7 0.0750
C -1.3364 1.5601 4.7698 0.4 -0.6 1.2 -0.2737
C -0.4993 2.5643 5.5473 0.1 0.2 -0.1 -0.0044
C -0.9842 3.1745 6.7006 0.2 0.0 0.1 -0.2363
C -0.1878 4.0832 7.3907 0.0 0.0 -0.2 -0.1671
C 1.0664 4.4323 6.8969 -0.2 -0.2 0.1 -0.1520
C 1.5613 3.8090 5.7582 -0.2 0.0 -0.2 -0.1728
C 0.7722 2.8954 5.0735 -0.1 0.0 0.2 -0.2533
H -2.5866 3.7191 4.6162 0.1 -0.1 -0.1 0.2937
H -3.6068 3.0290 3.3405 0.1 -0.2 0.1 0.2572
H -1.1153 4.7870 2.9793 -0.1 0.1 -0.2 0.2680
H -2.7978 5.2524 2.6411 0.1 -0.1 -0.1 0.2809
H -3.0912 5.4000 0.4666 0.0 -0.3 0.1 0.2640
H -2.5754 4.1409 -0.6687 -0.1 0.0 0.1 0.2480
H -0.9805 6.7918 1.5611 0.0 0.0 0.2 0.2049
H 0.7321 8.3225 0.7327 0.0 0.1 0.1 0.2455
H 1.4550 8.2223 -1.6298 0.1 -0.1 0.0 0.2516
H 0.6545 6.3729 -3.0713 -0.1 0.1 -0.1 0.2436
H -1.0576 4.8180 -2.2492 -0.1 -0.1 -0.1 0.2127
H -0.7752 0.6433 4.5849 -0.1 0.0 -0.1 0.2457
H -2.2432 1.3105 5.3275 0.0 0.0 -0.1 0.2714
H -1.9582 2.9238 7.0925 -0.2 -0.1 0.1 0.2334
H -0.5425 4.5110 8.3163 -0.1 0.1 0.0 0.2541
H 1.6547 5.1873 7.3986 0.1 -0.1 0.1 0.2531
H 2.5535 4.0387 5.4004 0.1 0.0 0.0 0.2433
H 1.1559 2.4252 4.1794 0.1 -0.1 -0.1 0.1982
```
Forces are in eV/Å.

## Properties
Energy above the lowest of the compared OMol25 structures with the same formula, charge and spin, eV: 1.0666
Net charge: +3
Gap between HOMO and LUMO (spin up / spin down), hartree: 0.159 / 0.147
Spin multiplicity: 4
HOMO level (spin up / spin down), eV: -16.80 / -16.80

6.
A structure of composition C5H8I2NOS at a distorted geometry, computed with ωB97M-V/def2-TZVPD.

Structure (XYZ):
```
18
Properties=species:S:1:pos:R:3:forces:R:3:nbo_charge:R:1
C -0.2752 1.0777 0.4566 0.7 1.0 -1.6 0.3780
C -0.0805 0.7888 -0.8644 0.0 0.2 -0.3 -0.1960
C -1.0994 -1.4442 -1.4345 1.5 0.2 -2.7 -0.0869
C 1.5896 -2.5295 0.7634 -1.2 0.7 -3.7 -0.4459
C -0.1284 2.5319 0.8679 2.7 0.5 1.5 -0.7090
N -0.2803 -0.4264 -1.6406 1.2 -0.6 -1.0 -0.5140
O -0.5727 0.1563 1.3600 0.6 -1.1 -1.1 -0.6572
S 0.2080 -3.0987 0.1934 0.3 -0.6 0.4 0.1749
I -2.6655 -1.2643 -0.1922 -0.9 -0.5 -0.1 0.4166
I 2.9287 -1.3837 -0.4024 -0.1 -0.4 0.5 0.2065
H 0.3307 1.6093 -1.4652 -0.4 -0.6 0.2 0.2413
H -0.9902 -2.2595 -2.2698 -0.6 1.5 2.1 0.2804
H 1.7791 -2.6355 1.7481 1.3 -0.2 3.1 0.1961
H 0.5333 3.2082 0.2616 -1.1 -1.0 -0.1 0.2622
H 0.3135 2.7585 1.8880 0.2 -1.4 -0.8 0.2478
H -1.0333 2.9888 1.1022 -2.2 0.8 -0.6 0.2454
H -0.9456 0.5066 2.1406 -0.5 0.9 1.6 0.5055
H 0.3883 -0.5843 -2.5127 -1.6 0.7 2.6 0.4544
```
Forces are in eV/Å.

## Properties
Energy above the lowest of the compared OMol25 structures with the same formula, charge and spin, eV: 0.2775
Net charge: +1
Gap between HOMO and LUMO, hartree: 0.280
HOMO level, eV: -12.35

7.
A cluster of 2 separate species, C4H11N4 in total at a distorted geometry, computed with ωB97M-V/def2-TZVPD.

Structure (XYZ):
```
19
Properties=species:S:1:pos:R:3:forces:R:3:nbo_charge:R:1
C 0.4722 1.6612 -0.0276 -0.7 0.8 0.0 -0.7019
C 2.2416 -0.5111 -0.0345 -1.5 -2.0 -0.2 0.4658
C -0.5612 0.5800 -0.0761 0.8 0.5 0.0 0.5132
C 3.6565 -0.6297 0.0648 1.2 0.3 0.2 -0.7348
N 1.1172 -0.8099 -0.0963 2.9 1.7 0.2 -0.0099
N -0.1296 -0.6762 -0.1328 -2.6 -1.2 -0.1 -0.3853
N -1.8439 0.8075 -0.0502 0.1 0.0 -0.1 -0.7204
N -3.4785 -1.2790 0.0381 -0.3 -0.2 0.0 -1.0535
H 1.0698 1.5738 0.8792 0.0 0.0 0.0 0.2474
H -0.0068 2.6389 -0.0220 0.1 0.0 0.0 0.2513
H 1.1347 1.6161 -0.8922 0.0 0.0 0.0 0.2469
H 4.1264 0.3348 -0.1348 0.0 0.0 0.0 0.2833
H 4.0252 -1.3473 -0.6686 -0.1 0.0 0.0 0.2904
H 3.9398 -0.9572 1.0672 0.0 0.0 0.0 0.2823
H -2.5381 -0.0196 -0.0309 0.1 0.2 0.0 0.4409
H -2.1806 1.7557 -0.0357 0.1 0.0 0.0 0.4085
H -2.9112 -2.0992 -0.1393 0.0 -0.1 0.0 0.3937
H -4.2178 -1.2516 -0.6553 0.0 -0.1 0.0 0.3912
H -3.9155 -1.3874 0.9472 0.0 -0.1 0.0 0.3909
```
Forces are in eV/Å.

## Properties
Energy above the lowest of the compared OMol25 structures with the same formula, charge and spin, eV: 2.1798
Net charge: +1
Gap between HOMO and LUMO, hartree: 0.366
HOMO level, eV: -13.16

What are the total energy values for these records? In order: -288197.850; -44601.975; -59757.314; -77294.702; -54503.170; -35878.954; -10279.010 eV.